# 1
79
Properties=species:S:1:pos:R:3:mulliken_charge:R:1 method="wB97M-V/def2-TZVPD" orbital_gap_ev=9.584 energy_ha=-2034.9096 homo_energy_ev=-12.214 e_above_lowest_kcal_mol=15.83 total_charge=+1
Zr -1.239 -0.492 2.408 0.95
O -2.794 -1.004 3.336 -0.64
H -3.673 -1.202 3.688 0.22
O -0.431 -0.183 0.521 0.81
H -1.062 0.347 -0.003 -0.11
C 1.975 -3.020 4.097 -1.38
C 1.521 -1.830 3.275 0.29
O 0.161 -1.396 3.331 -0.62
H 1.841 -2.921 5.173 0.33
H 3.046 -3.200 3.959 0.43
H 1.558 -3.971 3.764 0.24
H 1.795 -1.985 2.229 0.15
H 2.153 -0.981 3.512 0.07
O 0.238 4.090 2.178 -0.57
H -0.626 4.469 2.000 0.25
H 0.695 4.750 2.714 0.25
O -1.424 -2.516 1.525 -0.38
H -2.270 -2.886 1.813 0.26
H -0.743 -3.254 1.449 0.21
O 2.074 0.668 -0.182 -0.28
H 1.260 0.336 0.261 0.04
H 2.004 1.640 -0.187 0.33
O 1.444 -4.310 -2.387 -0.62
H 2.049 -4.248 -1.634 0.29
H 0.604 -3.981 -2.057 0.31
O -2.640 3.045 -0.046 -0.61
H -1.956 3.169 -0.732 0.23
H -3.438 2.878 -0.550 0.28
O 1.722 2.507 -4.214 -0.62
H 2.161 1.655 -4.141 0.31
H 2.403 3.084 -4.566 0.28
O 1.372 3.352 -0.245 -0.67
H 1.126 3.697 0.642 0.28
H 2.068 3.928 -0.571 0.29
O 4.680 0.816 0.751 -0.69
H 4.187 0.403 0.038 0.34
H 4.013 0.984 1.419 0.36
O -2.220 3.762 -4.430 -0.63
H -1.997 4.138 -5.285 0.30
H -1.589 4.167 -3.807 0.30
O 1.084 -2.080 -4.287 -0.64
H 1.713 -2.416 -3.628 0.35
H 1.624 -1.740 -4.994 0.24
O 3.000 1.948 2.964 -0.55
H 3.472 1.524 3.687 0.25
H 3.626 2.607 2.634 0.27
O 0.408 -4.473 1.027 -0.54
H 0.390 -5.156 1.710 0.23
H 1.305 -4.468 0.690 0.27
O -3.114 -0.501 0.652 -0.51
H -3.917 -0.882 1.021 0.31
H -3.072 -0.867 -0.294 0.26
O -3.059 -1.216 -2.031 -0.64
H -3.721 -1.850 -2.334 0.29
H -2.810 -0.578 -2.766 0.36
O 2.492 -1.507 -1.733 -0.69
H 1.562 -1.792 -1.624 0.23
H 2.452 -0.573 -1.468 0.39
O -1.313 0.818 4.534 -0.56
H -0.369 0.694 4.741 0.35
H -1.685 0.027 4.968 0.31
O -0.402 -2.301 -1.201 -0.33
H -1.199 -2.264 -1.742 0.20
H -0.579 -1.705 -0.447 0.10
O -0.293 3.205 -2.519 -0.48
H 0.174 3.208 -1.661 0.33
H 0.310 2.701 -3.122 0.32
O -2.249 1.628 2.109 -0.45
H -2.565 2.180 1.315 0.29
H -2.769 1.825 2.897 0.26
O 0.384 1.257 2.598 -0.03
H 0.203 2.164 2.310 0.18
H 1.341 1.105 2.490 0.01
O -1.540 -2.924 -4.522 -0.64
H -1.984 -2.323 -3.921 0.28
H -0.585 -2.691 -4.419 0.43
O -2.788 0.778 -3.892 -0.58
H -3.025 0.426 -4.756 0.28
H -2.551 1.709 -4.033 0.26



# 2
16
Properties=species:S:1:pos:R:3:nbo_charge:R:1 method="wB97M-V/def2-TZVPD" orbital_gap_ev="6.604 / 6.609" energy_ha=-666.3012 homo_energy_ev="-2.616 / -2.621" e_above_lowest_kcal_mol=60.62 total_charge=-1
C -0.364 -1.174 1.350 -0.67
C 0.402 2.051 -0.907 -0.39
C 0.044 -1.814 0.048 -0.72
N 0.866 1.173 -1.972 -1.01
O 1.947 -0.815 -2.988 -1.15
O 2.963 0.240 -0.801 -1.14
P 1.827 -0.170 -1.660 2.22
H -0.899 -0.322 1.081 0.20
H -1.023 -1.949 1.690 0.18
H 0.616 -0.999 1.977 0.21
H 0.970 3.108 -0.935 0.15
H -0.731 2.249 -0.966 0.17
H 0.682 1.618 -0.015 0.21
H -0.653 -2.204 -0.761 0.18
H 0.794 -2.629 0.047 0.17
H 0.328 1.079 -2.794 0.39



# 3
28
Properties=species:S:1:pos:R:3:nbo_charge:R:1 method="wB97M-V/def2-TZVPD" orbital_gap_ev=7.845 energy_ha=-3563.4441 homo_energy_ev=-3.395 e_above_lowest_kcal_mol=0.00 total_charge=-2
Mg -0.442 1.664 -0.895 1.68
C -0.968 -2.892 0.421 0.78
F -2.131 -2.247 0.190 -0.31
F -1.156 -4.076 1.004 -0.32
F -0.284 -3.119 -0.687 -0.31
S 0.079 -1.690 1.596 2.08
O 0.555 -0.506 0.875 -0.91
O -0.826 -1.451 2.685 -0.90
N 1.576 -2.625 1.775 -1.06
S 1.436 -3.226 3.248 2.12
O 0.115 -3.715 3.716 -0.95
O 2.478 -4.224 3.426 -0.98
C 1.982 -1.788 4.512 0.75
F 3.225 -1.367 3.991 -0.35
F 1.087 -0.769 4.495 -0.30
F 2.200 -2.407 5.668 -0.32
Cl 1.708 2.276 -0.766 -0.89
Cl -0.946 -0.227 -2.122 -0.90
Cl -1.780 2.045 0.844 -0.90
C -1.042 3.237 -4.565 -0.62
C -0.318 3.545 -3.298 -0.08
O -1.199 2.981 -2.331 -0.76
H -1.117 2.158 -4.699 0.24
H -0.483 3.707 -5.374 0.19
H -2.065 3.605 -4.492 0.17
H -0.319 4.635 -3.289 0.15
H 0.665 3.079 -3.365 0.23
H -2.032 3.396 -2.565 0.48



# 4
12
Properties=species:S:1:pos:R:3:nbo_charge:R:1 method="wB97M-V/def2-TZVPD" orbital_gap_ev=7.646 energy_ha=-319.4530 homo_energy_ev=-10.335 e_above_lowest_kcal_mol=162.64
C -1.131 -1.110 -1.194 -0.03
C -0.471 -1.624 -2.240 0.48
C 0.751 -0.165 0.078 -0.60
C -0.760 -0.048 -0.161 -0.42
N -1.031 -2.253 -3.186 -0.31
N -2.235 -2.203 -2.760 -0.03
N -2.335 -1.513 -1.556 -0.20
H 0.906 -1.182 -0.049 0.20
H 0.926 0.082 1.064 0.22
H 1.324 0.370 -0.654 0.21
H -0.959 1.024 -0.446 0.23
H -1.458 -0.057 0.767 0.24



# 5
16
Properties=species:S:1:pos:R:3:nbo_charge:R:1 method="wB97M-V/def2-TZVPD" orbital_gap_ev=4.995 energy_ha=-325.6554 homo_energy_ev=-7.277 e_above_lowest_kcal_mol=177.06
O -0.209 1.462 -2.503 -0.63
C 0.857 1.277 -1.883 0.27
C 0.900 0.713 -0.620 -0.33
C -0.480 0.297 -0.102 -0.58
C -0.328 -0.452 1.123 0.25
C -0.489 -1.664 1.594 -0.11
N 0.321 -2.355 2.525 -0.80
H 1.782 1.599 -2.374 0.14
H 1.806 0.489 -0.083 0.21
H -1.653 3.714 -1.229 0.01
H -0.861 -0.406 -0.853 0.34
H -1.111 1.185 -0.125 0.25
H -2.274 4.103 -1.379 -0.01
H -1.437 -2.147 1.350 0.23
H -0.209 -3.162 2.852 0.38
H 0.602 -1.788 3.315 0.39



# 6
56
Properties=species:S:1:pos:R:3:nbo_charge:R:1 method="wB97M-V/def2-TZVPD" orbital_gap_ev="5.502 / 6.605" energy_ha=-2036.3313 s2=1.0282 multiplicity=2 homo_energy_ev="-11.484 / -11.609" total_charge=+1
Ru -0.009 -0.149 -1.191 1.17
O 1.377 -0.414 -2.979 -0.56
C 1.385 -1.387 -3.718 0.44
C 1.253 -2.764 -3.305 -0.22
C 1.884 -3.748 -4.062 -0.11
C 2.003 -5.033 -3.564 -0.03
C 1.489 -5.370 -2.303 -0.11
C 0.786 -4.449 -1.582 -0.28
C 0.604 -3.109 -2.055 0.42
O -0.115 -2.309 -1.394 -0.67
N 2.704 -6.035 -4.345 0.53
O 3.020 -5.716 -5.467 -0.37
O 2.919 -7.101 -3.819 -0.36
H 1.582 -1.232 -4.794 0.18
H 2.353 -3.513 -5.009 0.26
H 1.656 -6.368 -1.923 0.26
H 0.361 -4.689 -0.618 0.23
O 0.698 3.835 -3.070 -0.58
C 0.433 2.918 -2.338 0.81
O -0.178 1.850 -2.491 -0.67
C 0.958 3.139 -0.821 -0.86
P 0.048 1.883 0.164 1.16
C -1.692 2.351 -0.076 -0.30
C -2.542 1.414 -0.668 -0.19
C -3.854 1.747 -0.942 -0.19
C -4.319 3.020 -0.643 -0.17
C -3.476 3.954 -0.065 -0.19
C -2.163 3.624 0.226 -0.22
C 0.467 2.181 1.901 -0.31
C 1.788 1.918 2.272 -0.19
C 2.165 2.012 3.598 -0.21
C 1.227 2.345 4.564 -0.17
C -0.090 2.580 4.201 -0.21
C -0.479 2.497 2.875 -0.23
H 0.793 4.174 -0.510 0.27
H 2.032 2.932 -0.845 0.27
H -2.161 0.395 -0.935 0.17
H -4.514 1.025 -1.396 0.23
H -5.338 3.283 -0.881 0.23
H -3.841 4.944 0.153 0.23
H -1.504 4.354 0.674 0.23
H 2.508 1.630 1.514 0.23
H 3.186 1.823 3.888 0.24
H 1.522 2.416 5.600 0.24
H -0.814 2.844 4.956 0.23
H -1.511 2.667 2.604 0.24
N -1.142 -1.071 3.813 -0.85
C 0.001 -1.670 3.135 -0.35
C 0.024 -1.109 1.722 0.81
O 0.985 -1.081 0.988 -0.59
O -1.150 -0.624 1.355 -0.70
H -0.903 -0.179 4.232 0.39
H -1.489 -1.668 4.553 0.40
H -1.742 -0.702 2.161 0.54
H -0.161 -2.749 3.047 0.25
H 0.975 -1.516 3.609 0.23